Entry 1:
Density functional theory data (ωB97M-V/def2-TZVPD) for 4 unconnected molecules or ions with the total composition C17H39BrO10Si2 in a non-equilibrium geometry.

HOMO   -0.358 Ha
Structure (SMILES)   CCC[C@@H](C)[Si@H](CCCBr)O[SiH3].COC(=O)OC.COC(=O)OC.COC(=O)OC
DFT total energy   -124536.712 eV

```
! RIJCOSX wB97M-V def2-TZVPD def2/J DEFGRID3
* xyz 0 1
C 4.737 0.971 0.837
C 3.672 -0.114 0.944
C 2.250 0.391 0.635
C 1.198 -0.142 1.623
C 1.375 0.468 3.025
Si -0.533 0.033 0.940
C -1.113 -1.460 -0.033
C -2.607 -1.753 0.126
C -3.062 -2.215 1.522
Br -1.647 -2.853 2.718
O -0.621 1.332 -0.102
Si -1.148 2.868 0.143
H 5.724 0.573 1.081
H 4.785 1.395 -0.170
H 4.527 1.793 1.527
H 3.703 -0.538 1.950
H 3.922 -0.930 0.259
H 2.240 1.488 0.670
H 1.971 0.144 -0.396
H 1.352 -1.228 1.702
H 2.385 0.870 3.147
H 0.673 1.279 3.241
H 1.234 -0.275 3.811
H -1.492 0.341 2.045
H -0.891 -1.269 -1.088
H -0.535 -2.342 0.252
H -3.178 -0.846 -0.102
H -2.924 -2.503 -0.603
H -3.750 -3.052 1.463
H -3.526 -1.413 2.089
H -0.442 3.500 1.282
H -2.604 2.889 0.415
H -0.876 3.631 -1.091
C 2.845 -2.584 4.906
O 4.135 -2.991 5.385
C 5.155 -2.356 4.813
O 5.063 -1.461 4.010
O 6.281 -2.759 5.395
C 7.459 -2.085 4.932
H 2.129 -3.194 5.447
H 2.687 -1.527 5.111
H 2.768 -2.755 3.833
H 7.383 -1.016 5.120
H 7.593 -2.248 3.864
H 8.277 -2.520 5.495
C -2.059 -2.158 -4.055
O -2.547 -3.394 -3.519
C -3.040 -4.232 -4.431
O -3.084 -4.032 -5.618
O -3.447 -5.337 -3.810
C -3.983 -6.340 -4.684
H -1.700 -1.601 -3.195
H -1.252 -2.337 -4.762
H -2.859 -1.617 -4.557
H -3.232 -6.654 -5.406
H -4.849 -5.953 -5.218
H -4.264 -7.163 -4.035
C -3.382 8.763 -3.213
O -3.248 7.537 -2.483
C -3.342 6.441 -3.233
O -3.533 6.415 -4.422
O -3.215 5.377 -2.442
C -3.309 4.121 -3.122
H -3.283 9.550 -2.472
H -2.602 8.842 -3.968
H -4.354 8.810 -3.701
H -2.527 4.035 -3.875
H -4.280 4.018 -3.604
H -3.182 3.370 -2.349
*
```


Entry 2:
Density functional theory data (ωB97M-V/def2-TZVPD) for 3 unconnected molecules or ions with the total composition C17H39ClIN5O5P in a non-equilibrium geometry.

HOMO   -0.362 Ha
DFT total energy   -65851.195 eV

```
! RIJCOSX wB97M-V def2-TZVPD def2/J DEFGRID3
* xyz 1 1
C -1.498 6.591 3.355
C -1.089 5.099 3.167
N -2.082 4.122 3.735
N -3.353 4.520 3.290
C -3.815 4.506 2.013
N -5.076 5.005 2.108
C -5.476 5.352 3.402
P -7.079 6.096 4.060
O -7.650 7.114 2.853
Cl -6.458 7.413 5.564
C -4.316 4.995 4.179
I -3.891 5.070 6.256
H -1.709 6.815 4.425
H -0.694 7.277 2.986
H -2.419 6.880 2.783
H -0.138 4.932 3.728
H -0.923 4.845 2.092
H -1.948 3.197 3.303
H -3.283 4.162 1.108
H -5.632 5.121 1.265
H -7.586 6.643 2.000
C 1.215 -0.896 -1.543
O 0.980 0.504 -1.513
C 0.013 0.945 -2.462
C -1.270 1.377 -1.768
N -1.987 0.233 -1.210
C -3.066 0.591 -0.295
C -2.700 1.363 0.978
O -1.949 0.621 1.922
C -0.549 0.569 1.669
H 2.099 -1.101 -0.940
H 0.373 -1.446 -1.111
H 1.404 -1.246 -2.561
H -0.181 0.187 -3.228
H 0.443 1.816 -2.963
H -1.916 1.888 -2.489
H -0.992 2.097 -0.987
H -1.332 -0.357 -0.714
H -3.538 -0.346 0.011
H -3.823 1.156 -0.850
H -3.641 1.608 1.485
H -2.213 2.326 0.766
H -0.176 1.488 1.209
H -0.306 -0.295 1.050
H -0.041 0.433 2.625
C 1.613 -4.342 -1.603
O 2.576 -3.878 -2.534
C 3.712 -3.263 -1.926
C 4.950 -4.137 -2.073
N 4.858 -5.336 -1.245
C 5.869 -6.352 -1.545
C 5.880 -6.962 -2.951
O 4.757 -7.780 -3.243
C 3.600 -7.079 -3.663
H 0.708 -4.602 -2.152
H 1.969 -5.237 -1.087
H 1.362 -3.568 -0.871
H 3.527 -3.008 -0.876
H 3.887 -2.328 -2.466
H 5.833 -3.563 -1.776
H 5.047 -4.389 -3.136
H 3.944 -5.752 -1.366
H 5.711 -7.165 -0.832
H 6.858 -5.935 -1.330
H 6.746 -7.628 -3.002
H 6.031 -6.215 -3.738
H 3.843 -6.183 -4.240
H 2.976 -6.823 -2.803
H 3.014 -7.747 -4.297
*
```


Entry 3:
Density functional theory data (ωB97M-V/def2-TZVPD) for a molecular structure, C17H39OP3STi in a non-equilibrium geometry.

HOMO   -0.781 Ha
DFT total energy   -82083.110 eV

```
! RIJCOSX wB97M-V def2-TZVPD def2/J DEFGRID3
* xyz 4 1
Ti 1.001 0.161 1.280
P -0.919 1.760 2.125
P -0.741 -1.936 1.018
P -0.280 0.678 -4.319
H 2.824 2.267 -0.655
C 1.962 1.822 -1.203
C 0.854 1.411 -0.193
H 1.234 1.901 0.804
C -0.842 1.919 3.924
C -2.602 1.188 1.811
C -0.968 3.488 1.551
C -0.191 -3.655 0.647
C -1.750 -2.357 2.508
C -2.014 -1.669 -0.263
C -0.091 1.221 -6.034
C -1.909 1.275 -3.723
C -0.370 -1.125 -4.257
H 1.712 2.600 -1.965
H -0.206 1.371 -0.566
H 0.204 1.972 4.257
H -1.358 1.081 4.413
H -1.344 2.850 4.203
H -2.793 0.186 2.201
H -2.805 1.192 0.737
H -3.279 1.885 2.313
H 0.015 3.946 1.687
H -1.726 4.075 2.086
H -1.206 3.492 0.483
H -1.033 -4.360 0.573
H 0.476 -4.005 1.442
H 0.380 -3.683 -0.283
H -2.537 -3.098 2.289
H -2.226 -1.468 2.935
H -1.087 -2.790 3.271
H -2.564 -2.594 -0.500
H -1.526 -1.317 -1.181
H -2.727 -0.895 0.049
H -0.541 0.520 -6.763
H 1.001 1.262 -6.192
H -0.516 2.235 -6.161
H -2.541 1.618 -4.577
H -1.760 2.132 -3.039
H -2.509 0.507 -3.180
H -0.489 -1.533 -5.266
H -1.181 -1.498 -3.617
H 0.587 -1.458 -3.850
C 2.710 -0.412 -0.266
C 2.378 -1.745 0.014
C 2.681 -2.348 1.255
C 3.197 -1.580 2.291
C 3.322 -0.198 2.134
C 3.160 0.362 0.853
S 2.245 0.228 -1.995
H 0.934 1.001 -3.668
H 1.888 -2.384 -0.736
H 2.566 -3.433 1.303
H 3.562 -1.982 3.233
H 3.733 0.445 2.912
H 3.554 1.367 0.744
O 0.855 -0.507 3.362
H -0.007 -0.733 3.781
H 1.603 -0.653 3.965
*
```